# C20H60O20

10 unconnected molecules or ions with the total composition C20H60O20 at a distorted geometry (ωB97M-V/def2-TZVPD, OMol25).

Atoms and positions in Å:
O  -9.37617  -44.36166  -21.55685
C  -8.59101  -44.00714  -22.70124
C  -9.30748  -44.36598  -23.98583
O  -10.50909  -43.64540  -24.27358
H  -10.00002  -43.63004  -21.39331
H  -8.46370  -42.92363  -22.64308
H  -7.63429  -44.51625  -22.65048
H  -9.56385  -45.43069  -23.90225
H  -8.67895  -44.26881  -24.87409
H  -10.74097  -43.72292  -25.19854
O  -0.98878  -42.71474  -21.69023
C  0.13820  -43.47952  -22.04657
C  0.25619  -43.79182  -23.51831
O  -0.70424  -44.79839  -23.85730
H  -1.77565  -43.25707  -21.87235
H  1.00576  -42.88359  -21.75214
H  0.10302  -44.42702  -21.48863
H  1.27776  -44.09775  -23.75547
H  0.04608  -42.86833  -24.06597
H  -0.91661  -44.74849  -24.79007
O  -9.81227  -47.06479  -20.68074
C  -9.66542  -47.12059  -19.27689
C  -10.62425  -46.18593  -18.54007
O  -10.10643  -44.84052  -18.55026
H  -9.80758  -46.14023  -20.98071
H  -9.83149  -48.12962  -18.91081
H  -8.66969  -46.73305  -19.03017
H  -10.69577  -46.48756  -17.49062
H  -11.59600  -46.10747  -19.03398
H  -10.73994  -44.23423  -18.16157
O  -7.06479  -42.24876  -24.57351
C  -5.65209  -42.17761  -24.49682
C  -5.09941  -43.41074  -25.21178
O  -3.70915  -43.54902  -24.93478
H  -7.44591  -41.36730  -24.52403
H  -5.32454  -41.29982  -25.06498
H  -5.23539  -42.04463  -23.49540
H  -5.38813  -43.35390  -26.26412
H  -5.64093  -44.30561  -24.88152
H  -3.28032  -43.87768  -25.73008
O  -7.17861  -44.38754  -18.72645
C  -6.67113  -43.66871  -19.84408
C  -5.27580  -43.16833  -19.52950
O  -4.78317  -42.40065  -20.60861
H  -8.06664  -44.63748  -19.03095
H  -6.64752  -44.32079  -20.72063
H  -7.30050  -42.80015  -20.06688
H  -4.64831  -44.02644  -19.27615
H  -5.27063  -42.58733  -18.60485
H  -4.16721  -42.92130  -21.15614
O  -1.62615  -46.56063  -21.95647
C  -3.00299  -46.53548  -22.31704
C  -3.80506  -45.30386  -21.87076
O  -3.23652  -44.06653  -22.31777
H  -1.18017  -45.85056  -22.45797
H  -2.93285  -46.39373  -23.40513
H  -3.49409  -47.45135  -22.00555
H  -3.85785  -45.33952  -20.78376
H  -4.81304  -45.40462  -22.28170
H  -3.34941  -44.10356  -23.29136
O  -8.96785  -42.50988  -16.81512
C  -9.28901  -41.54487  -17.83281
C  -8.46905  -40.30503  -17.50270
O  -7.09039  -40.67071  -17.52960
H  -8.25406  -43.00677  -17.23669
H  -9.08769  -41.99252  -18.80666
H  -10.35607  -41.31837  -17.74404
H  -8.81492  -39.91499  -16.54632
H  -8.61498  -39.58680  -18.31471
H  -6.83867  -40.95010  -16.64389
O  -5.14992  -37.31448  -16.92050
C  -4.87617  -38.28659  -17.90031
C  -4.07476  -39.47087  -17.43363
O  -2.82540  -39.06611  -16.88868
H  -5.72618  -37.71853  -16.26332
H  -5.79011  -38.64981  -18.38817
H  -4.38992  -37.81733  -18.76008
H  -3.87175  -40.14655  -18.27625
H  -4.59131  -40.13898  -16.72804
H  -2.17461  -39.71886  -17.15351
O  -8.34443  -38.40593  -21.14447
C  -7.03503  -38.94488  -20.93187
C  -6.52745  -39.57859  -22.19812
O  -5.22542  -40.09107  -22.03686
H  -8.67759  -38.00702  -20.33783
H  -6.32081  -38.21334  -20.53498
H  -7.11767  -39.60768  -20.05754
H  -6.49423  -38.82826  -22.99070
H  -7.22796  -40.34984  -22.54691
H  -5.25808  -40.81420  -21.38332
O  -10.66952  -42.01632  -20.88020
C  -10.06409  -40.79117  -21.36229
C  -10.53411  -40.40769  -22.76562
O  -9.75071  -40.96000  -23.81376
H  -11.59759  -41.89532  -20.66127
H  -10.23888  -40.04284  -20.58519
H  -8.99761  -41.00886  -21.29894
H  -10.38163  -39.32731  -22.83753
H  -11.59994  -40.60587  -22.90255
H  -10.10247  -41.85871  -23.95440

Its SMILES is OCCO.OCCO.OCCO.OCCO.OCCO.OCCO.OCCO.OCCO.OCCO.OCCO. The value obtained for the energy above the lowest of the compared OMol25 structures with the same formula, charge and spin is 0.8162 eV. Its HOMO energy is -9.78 eV. The calculation puts the calculated total energy at -2302.658536 Eh. As for the HOMO-LUMO gap: 9.713 eV. Its LUMO energy is -0.1 eV.